64
Properties=species:S:1:pos:R:3 method="wB97M-V/def2-TZVPD" total_energy_ev=-192186.3796 homo_energy_ev=-10.1 homo_lumo_gap_ha=0.2720 e_lumo_ev=-2.731 charge=+1 max_force_ev_per_a=0.2 molar_mass_g_mol=834.303
Y 0.56578 0.53672 0.00319
C -0.60066 -1.46985 -2.96861
C -0.60398 -2.62919 -1.97829
S 0.37408 -2.31572 -0.47969
C -0.74303 -2.75556 0.88036
C -2.09946 -2.06413 0.90362
S -2.02897 -0.24378 0.93169
C -3.18899 0.23071 -0.37467
C -2.88142 -0.27599 -1.77870
S -1.20532 0.13227 -2.35805
H 0.41175 -1.25638 -3.31672
H -1.18809 -1.74128 -3.84605
H -1.61638 -2.88952 -1.67713
H -0.18723 -3.50456 -2.47624
H -0.89281 -3.83522 0.86255
H -0.15831 -2.50312 1.76641
H -2.72014 -2.36524 0.06090
H -2.61696 -2.37626 1.81075
H -4.19388 -0.08318 -0.09042
H -3.17972 1.32213 -0.34379
H -3.00417 -1.35509 -1.84259
H -3.58842 0.16818 -2.47867
Cl -0.65586 2.91791 6.38924
C -0.16536 1.92648 5.07377
C 0.18868 0.59826 5.28659
Cl 0.13294 -0.07454 6.86713
C 0.58585 -0.19342 4.20656
Cl 1.00297 -1.85590 4.41602
C 0.64061 0.33287 2.92483
O 1.00677 -0.38865 1.84987
C 0.25556 1.66905 2.70571
O 0.27235 2.11346 1.43329
C -0.13430 2.45249 3.78030
Cl -0.59262 4.08751 3.46711
C 3.62625 -0.49637 -1.36216
O 2.67860 0.57240 -1.17156
C 3.20596 1.84505 -0.92699
C 4.53596 2.09970 -0.65382
C 4.90506 3.40586 -0.35120
Br 6.71729 3.77679 -0.00559
C 3.97084 4.42024 -0.25890
C 2.63050 4.14872 -0.51140
C 2.27272 2.87043 -0.90674
O 0.97227 2.53570 -1.27385
C 1.59311 5.17222 -0.32982
N 1.69347 6.41517 -0.67187
C 0.47941 6.98540 -0.29615
C 0.04754 8.30482 -0.41302
C -1.20975 8.60916 0.06644
C -2.02840 7.62976 0.65131
C -1.61883 6.31509 0.76332
C -0.35391 6.01644 0.27178
N 0.35912 4.82210 0.20653
H 4.29623 -0.24610 -2.18269
H 3.04538 -1.38016 -1.60782
H 4.18673 -0.67400 -0.44519
H 5.28122 1.31921 -0.65965
H 4.25713 5.42318 0.02415
H 0.41316 3.32948 -1.13672
H 0.68589 9.05494 -0.85909
H -1.57644 9.62439 -0.00145
H -3.00297 7.91485 1.02440
H -2.24753 5.56241 1.22044
H 0.25292 4.05380 0.87481